The following is a quantum chemistry calculation of a molecular structure, C12H25MoN2O3P2, from the OMol25 dataset.

Net charge: +1
Expectation value of S²: 2.03
HOMO-LUMO gap (alpha / beta), eV: 4.75 / 4.34
Multiplicity: 3
HOMO (alpha / beta), eV: -10.11 / -10.16
Electronic energy, a.u.: -1558.09054
Max |F|, eV Å⁻¹: 3.20

```
45
Properties=species:S:1:pos:R:3:forces:R:3
C 0.6303 4.0296 -1.4490 0.4 0.7 0.3
C 0.2028 2.6857 -1.3027 -0.2 -1.0 -0.3
N 0.3472 2.0648 -0.0639 -0.1 -0.9 -0.4
C 0.9253 2.7314 0.9574 0.5 1.4 0.2
C 1.3756 4.0418 0.8217 0.0 -1.2 1.0
C 1.2339 4.6979 -0.3999 -0.5 -0.3 -1.1
C -0.2938 1.9263 -2.3884 0.1 0.3 0.5
P -0.9961 0.3159 -2.1041 0.3 1.6 -2.1
Mo -0.2925 -0.0365 0.1568 -3.1 -0.6 0.5
P 0.9643 0.2023 2.1407 1.1 0.8 1.7
C 1.0644 2.0303 2.2946 -0.2 0.2 -0.1
O 2.6668 1.2582 -3.2505 -0.8 1.0 -0.7
O 3.4892 0.7122 -0.8032 0.1 -0.2 -1.1
H 0.4765 4.4937 -2.4243 0.1 0.0 0.4
H 1.8398 4.5113 1.6860 -0.1 0.0 -0.3
H 1.5970 5.7176 -0.5154 -0.1 -0.2 0.0
C -2.8100 0.4370 -2.2465 -0.2 -0.4 0.2
C -0.4489 -0.7104 -3.4968 -0.1 -0.5 0.1
H 2.0349 2.2858 2.7475 -0.3 -0.1 -0.1
H 0.2729 2.3592 2.9897 0.2 -0.1 -0.3
H 1.7579 1.6763 -3.2384 0.9 -0.6 0.2
H -0.4396 2.4501 -3.3372 -0.2 -0.2 0.3
C 0.1213 -0.3926 3.6239 -0.2 -0.2 0.2
C 2.6975 -0.2745 2.2959 0.1 -0.4 0.0
H 1.1255 -0.2966 -0.8886 1.5 -0.6 0.9
H 4.2098 0.0635 -0.9037 -0.4 0.5 0.0
H 3.2345 0.9653 -1.7611 0.4 -0.4 1.5
H 3.2163 1.8589 -3.7891 -0.3 -0.4 0.3
H -1.5962 0.7422 0.8588 -0.3 0.8 0.5
H 1.3764 -0.5465 0.0360 1.0 0.7 -2.0
H -3.1021 0.7656 -3.2520 0.2 -0.1 0.2
H -3.2560 -0.5431 -2.0325 0.0 0.2 -0.1
H -3.1799 1.1538 -1.5040 0.2 -0.1 -0.2
H -0.9345 -0.3885 -4.4278 0.1 0.0 0.3
H 0.6407 -0.6323 -3.6050 -0.3 0.0 0.1
H -0.7151 -1.7550 -3.2910 0.0 0.1 -0.2
H 3.1044 0.1196 3.2364 -0.1 -0.1 -0.2
H 2.7589 -1.3693 2.2917 0.1 0.2 0.1
H 3.2523 0.1203 1.4350 -0.1 0.0 0.2
H 0.6904 -0.1344 4.5269 -0.1 -0.1 -0.2
H -0.8856 0.0415 3.6765 0.3 -0.1 0.0
H 0.0217 -1.4835 3.5452 0.0 0.3 0.1
O -2.1781 -3.8522 1.0307 1.1 2.0 -0.4
C -1.6359 -2.8277 0.7968 -1.1 -1.8 0.4
N -1.0814 -1.7782 0.5508 0.2 0.1 -0.2
```
Positions in Å, forces in eV/Å.